Below is a 13-piece molecular cluster, C13H52N8O13 overall at a distorted geometry, with properties calculated with ωB97M-V/def2-TZVPD.

Last column: Löwdin charge in e.
Positions of all 86 atoms, in Å:
C  -3.520  -0.534  -3.694  -0.149
O  -2.145  -0.211  -3.770  -0.148
H  -4.250  0.259  -3.865  0.075
H  -3.786  -1.247  -4.477  0.076
H  -3.729  -0.993  -2.727  0.080
H  -1.771  -0.348  -2.888  0.006
C  -1.145  -4.869  -2.318  -0.103
O  -1.583  -3.747  -1.483  -0.155
H  -0.196  -5.226  -1.919  0.082
H  -1.881  -5.673  -2.332  0.078
H  -0.897  -4.604  -3.346  0.075
H  -2.490  -3.587  -1.757  0.074
C  -1.888  2.718  -4.890  -0.094
O  -1.775  2.566  -3.447  -0.189
H  -2.100  3.752  -5.154  0.087
H  -1.039  2.203  -5.340  0.078
H  -2.732  2.096  -5.191  0.073
H  -1.942  1.637  -3.249  0.039
C  -2.538  -1.173  3.275  -0.156
O  -2.774  -0.038  4.106  -0.130
H  -1.467  -1.329  3.409  0.056
H  -3.000  -2.067  3.697  0.077
H  -2.788  -0.866  2.260  0.082
H  -3.599  0.338  3.789  0.073
C  0.089  1.793  3.436  -0.084
O  0.669  0.478  3.194  -0.187
H  0.151  2.046  4.495  0.088
H  0.679  2.542  2.909  0.078
H  -0.948  1.787  3.107  0.063
H  0.625  -0.021  4.013  0.085
C  -2.095  -4.748  1.756  -0.193
O  -2.537  -5.991  2.227  -0.097
H  -3.015  -4.241  1.455  0.078
H  -1.608  -4.034  2.421  0.058
H  -1.454  -4.869  0.884  0.067
H  -2.556  -5.919  3.184  0.078
C  1.344  -4.761  2.726  -0.184
O  2.719  -4.534  2.582  -0.122
H  1.093  -5.001  3.761  0.076
H  0.817  -3.844  2.454  0.050
H  1.022  -5.564  2.064  0.081
H  2.992  -3.732  3.038  0.017
C  2.694  5.134  0.835  -0.160
O  2.626  3.747  1.029  -0.144
H  1.738  5.540  1.170  0.082
H  3.475  5.493  1.505  0.078
H  2.904  5.370  -0.208  0.071
H  2.208  3.372  0.248  0.013
C  1.800  -0.858  -3.632  -0.153
O  1.228  -1.872  -2.821  -0.119
H  1.013  -0.154  -3.900  0.062
H  2.584  -0.342  -3.074  0.074
H  2.195  -1.281  -4.556  0.076
H  0.450  -1.496  -2.400  0.029
C  1.794  2.790  -2.282  -0.739
O  1.194  2.564  -1.281  0.040
N  3.025  3.277  -2.300  0.186
N  1.193  2.777  -3.449  0.202
H  3.476  3.245  -1.398  0.108
H  3.299  3.835  -3.092  0.116
H  0.188  2.668  -3.437  0.071
H  1.793  2.854  -4.255  0.118
C  -1.845  4.192  -0.002  -0.773
O  -1.840  5.069  0.889  -0.030
N  -1.757  4.483  -1.269  0.182
N  -2.007  2.961  0.317  0.184
H  -1.498  3.687  -1.837  0.057
H  -1.890  5.369  -1.728  0.122
H  -2.459  2.794  1.202  0.120
H  -2.062  2.340  -0.477  0.100
C  4.207  -1.078  3.722  -0.679
O  4.145  -2.304  3.556  0.016
N  3.458  -0.134  3.163  0.179
N  5.232  -0.541  4.406  0.147
H  3.694  0.769  3.541  0.105
H  2.539  -0.338  2.800  0.087
H  5.214  0.444  4.618  0.099
H  5.863  -1.185  4.858  0.115
C  -0.544  -0.353  -0.273  -0.703
O  -1.061  -0.165  -1.379  -0.013
N  -0.729  -1.506  0.342  0.206
N  0.158  0.544  0.334  0.227
H  -1.135  -2.236  -0.226  0.074
H  -0.381  -1.758  1.254  0.095
H  0.444  1.340  -0.220  0.065
H  0.428  0.497  1.307  0.072

## Properties
- total energy (eV) = -52862.3031
- relative energy (zero: lowest compared OMol25 entry of this formula, charge and spin) (kcal per mole) = 0.0